Density functional theory data (the ωB97M-V functional and the def2-TZVPD basis) for a 12-piece molecular cluster, C45H69F3O9 overall.

Each atom is followed by the atoms it is bonded to, with distances in Å.
Element x y z (Å)
1 F 0.234 -0.943 -1.252  C2 1.303
2 C -0.925 -1.041 -0.662  F1 1.303, C3 1.363, C7 1.380
3 C -1.517 -2.259 -0.506  C2 1.363, C4 1.409, H8 1.080
4 C -2.673 -2.396 0.288  C3 1.409, C5 1.388, H9 1.080
5 C -3.250 -1.262 0.843  C4 1.388, C6 1.387, H10 1.080
6 C -2.698 -0.015 0.591  C5 1.387, C7 1.385, H11 1.080
7 C -1.495 0.078 -0.088  C2 1.380, C6 1.385, H12 1.080
8 H -0.987 -3.122 -0.884  C3 1.080
9 H -3.085 -3.362 0.542  C4 1.080
10 H -4.143 -1.271 1.450  C5 1.080
11 H -3.170 0.867 0.999  C6 1.080
12 H -0.989 1.024 -0.211  C7 1.080
13 F 9.812 4.435 -0.171  C14 1.355
14 C 9.570 3.620 -1.227  F13 1.355, C15 1.435, C19 1.383
15 C 10.278 3.849 -2.454  C14 1.435, C16 1.412, H20 1.080
16 C 9.904 3.138 -3.615  C15 1.412, C17 1.415, H21 1.080
17 C 8.863 2.193 -3.454  C16 1.415, C18 1.392, H22 1.080
18 C 8.262 1.939 -2.225  C17 1.392, C19 1.361, H23 1.080
19 C 8.633 2.612 -1.101  C14 1.383, C18 1.361, H24 1.080
20 H 10.978 4.670 -2.513  C15 1.080
21 H 10.381 3.198 -4.582  C16 1.080
22 H 8.512 1.670 -4.331  C17 1.080
23 H 7.589 1.098 -2.145  C18 1.080
24 H 8.130 2.567 -0.146  C19 1.080
25 F 6.231 8.110 3.765  C26 1.347
26 C 5.144 7.351 3.529  F25 1.347, C27 1.381, C31 1.447
27 C 4.301 7.658 2.480  C26 1.381, C28 1.373, H32 1.080
28 C 3.111 6.987 2.340  C27 1.373, C29 1.417, H33 1.080
29 C 2.769 5.956 3.251  C28 1.417, C30 1.409, H34 1.080
30 C 3.668 5.595 4.275  C29 1.409, C31 1.378, H35 1.080
31 C 4.898 6.207 4.380  C26 1.447, C30 1.378, H36 1.080
32 H 4.434 8.424 1.730  C27 1.080
33 H 2.427 7.230 1.540  C28 1.080
34 H 1.780 5.524 3.216  C29 1.080
35 H 3.438 4.781 4.947  C30 1.080
36 H 5.667 5.969 5.100  C31 1.080
37 C -5.727 5.683 7.359  C38 1.533, H41 1.090, H42 1.090, H43 1.090
38 C -5.854 4.165 7.186  C37 1.533, C39 1.518, O40 1.254
39 C -7.183 3.517 7.532  C38 1.518, H44 1.090, H45 1.090, H46 1.090
40 O -4.925 3.517 6.649  C38 1.254
41 H -6.153 5.992 8.314  C37 1.090
42 H -6.292 6.050 6.502  C37 1.090
43 H -4.680 5.932 7.185  C37 1.090
44 H -7.189 2.605 6.935  C39 1.090
45 H -8.022 4.173 7.302  C39 1.090
46 H -7.195 3.328 8.605  C39 1.090
47 C 1.096 -0.212 8.730  C48 1.512, H51 1.090, H52 1.090, H53 1.090
48 C 0.899 -1.290 7.688  C47 1.512, C49 1.558, O50 1.229
49 C 0.311 -0.869 6.308  C48 1.558, H54 1.090, H55 1.090, H56 1.090
50 O 1.126 -2.470 7.947  C48 1.229
51 H 2.175 -0.120 8.853  C47 1.090
52 H 0.665 -0.362 9.720  C47 1.090
53 H 0.862 0.767 8.312  C47 1.090
54 H 0.259 -1.652 5.551  C49 1.090
55 H 0.928 -0.096 5.851  C49 1.090
56 H -0.721 -0.521 6.360  C49 1.090
57 C -3.989 -9.732 -3.487  C58 1.519, H61 1.090, H62 1.090, H63 1.090
58 C -4.274 -11.205 -3.253  C57 1.519, C59 1.521, O60 1.211
59 C -3.138 -12.086 -2.755  C58 1.521, H64 1.090, H65 1.090, H66 1.090
60 O -5.373 -11.688 -3.411  C58 1.211
61 H -3.464 -9.272 -2.650  C57 1.090
62 H -4.891 -9.150 -3.680  C57 1.090
63 H -3.332 -9.613 -4.349  C57 1.090
64 H -2.928 -11.880 -1.706  C59 1.090
65 H -2.232 -12.021 -3.357  C59 1.090
66 H -3.469 -13.124 -2.787  C59 1.090
67 C 5.029 7.725 -5.686  C68 1.482, H71 1.090, H72 1.090, H73 1.090
68 C 3.803 7.300 -4.971  C67 1.482, C69 1.493, O70 1.231
69 C 3.578 5.827 -4.884  C68 1.493, H74 1.090, H75 1.090, H76 1.090
70 O 2.932 8.097 -4.621  C68 1.231
71 H 4.800 7.880 -6.740  C67 1.090
72 H 5.792 6.959 -5.551  C67 1.090
73 H 5.429 8.650 -5.271  C67 1.090
74 H 4.140 5.444 -4.032  C69 1.090
75 H 3.854 5.359 -5.830  C69 1.090
76 H 2.555 5.566 -4.614  C69 1.090
77 C 0.812 -9.579 2.301  C78 1.508, H81 1.090, H82 1.090, H83 1.090
78 C 1.707 -9.719 1.096  C77 1.508, C79 1.502, O80 1.240
79 C 2.725 -10.821 1.169  C78 1.502, H84 1.090, H85 1.090, H86 1.090
80 O 1.474 -9.157 0.015  C78 1.240
81 H 0.392 -8.585 2.452  C77 1.090
82 H 1.291 -9.892 3.228  C77 1.090
83 H -0.017 -10.272 2.154  C77 1.090
84 H 2.275 -11.662 1.695  C79 1.090
85 H 3.603 -10.553 1.756  C79 1.090
86 H 3.096 -11.099 0.182  C79 1.090
87 C -3.282 1.960 -9.361  C88 1.506, H91 1.090, H92 1.090, H93 1.090
88 C -1.905 1.871 -8.758  C87 1.506, C89 1.545, O90 1.247
89 C -1.824 1.195 -7.371  C88 1.545, H94 1.090, H95 1.090, H96 1.090
90 O -0.901 2.367 -9.306  C88 1.247
91 H -3.776 2.789 -8.854  C87 1.090
92 H -3.890 1.064 -9.239  C87 1.090
93 H -3.072 2.218 -10.399  C87 1.090
94 H -0.755 1.043 -7.221  C89 1.090
95 H -2.194 0.179 -7.512  C89 1.090
96 H -2.259 1.681 -6.499  C89 1.090
97 C 7.828 -4.263 1.492  C98 1.491, H101 1.090, H102 1.090, H103 1.090
98 C 6.475 -4.581 0.949  C97 1.491, C99 1.485, O100 1.242
99 C 5.255 -3.986 1.551  C98 1.485, H104 1.090, H105 1.090, H106 1.090
100 O 6.418 -5.371 -0.008  C98 1.242
101 H 7.962 -4.606 2.518  C97 1.090
102 H 7.870 -3.175 1.528  C97 1.090
103 H 8.590 -4.562 0.772  C97 1.090
104 H 5.128 -2.927 1.328  C99 1.090
105 H 5.436 -4.148 2.614  C99 1.090
106 H 4.389 -4.502 1.136  C99 1.090
107 C -10.353 -3.258 -0.039  C108 1.478, H111 1.090, H112 1.090, H113 1.090
108 C -10.858 -3.616 1.303  C107 1.478, C109 1.540, O110 1.232
109 C -9.896 -4.462 2.158  C108 1.540, H114 1.090, H115 1.090, H116 1.090
110 O -11.962 -3.276 1.732  C108 1.232
111 H -10.023 -4.086 -0.667  C107 1.090
112 H -9.475 -2.656 0.197  C107 1.090
113 H -11.037 -2.593 -0.565  C107 1.090
114 H -8.920 -3.988 2.260  C109 1.090
115 H -9.960 -5.451 1.703  C109 1.090
116 H -10.333 -4.694 3.130  C109 1.090
117 C -3.933 6.696 -2.256  C118 1.548, H121 1.090, H122 1.090, H123 1.090
118 C -4.352 6.233 -3.672  C117 1.548, C119 1.522, O120 1.207
119 C -3.643 6.917 -4.831  C118 1.522, H124 1.090, H125 1.090, H126 1.090
120 O -5.337 5.565 -3.876  C118 1.207
121 H -3.028 7.303 -2.239  C117 1.090
122 H -3.848 5.825 -1.606  C117 1.090
123 H -4.795 7.257 -1.895  C117 1.090
124 H -4.286 6.792 -5.702  C119 1.090
125 H -2.694 6.410 -5.006  C119 1.090
126 H -3.405 7.924 -4.486  C119 1.090

Values from the calculation:
Electronic energy: -74360.3102 eV
Kohn-Sham gap: 0.3436 hartree
Energy relative to the best compared isomer or geometry (same formula, charge and spin): 3.735 eV
Largest force on an atom: 3.6 eV/Å
HOMO: -9.19 eV